Entry 1:
This record from the Open Molecules 2025 dataset describes a 2-piece molecular cluster, C5H17N2S overall. The level of theory is ωB97M-V/def2-TZVPD.

Geometry (Å):
C 1.1461 -1.4189 -1.6080
N 1.3525 -1.7238 -3.0126
C 2.2512 -0.4663 -1.2003
N 2.0954 -0.0409 0.2395
H 1.2246 -2.3397 -1.0260
H 0.1622 -0.9991 -1.3716
H 0.9396 -2.6159 -3.2503
H 0.8990 -1.0334 -3.5983
H 2.2547 0.4382 -1.8047
H 3.2122 -0.9680 -1.2894
H 2.9311 0.4486 0.5665
H 1.2699 0.5655 0.3788
H 1.9519 -0.8655 0.8330
C -2.2690 -0.9101 0.7252
C -2.2908 0.4884 1.2756
S -0.6075 1.1136 1.5572
C -0.9644 2.8370 1.9391
H -3.2737 -1.2239 0.4455
H -1.8607 -1.6139 1.4557
H -1.6840 -0.9532 -0.1987
H -2.7968 0.5194 2.2384
H -2.7912 1.1780 0.6024
H -0.8891 3.4617 1.0574
H -1.9717 2.9168 2.3374
H -0.2915 3.2052 2.7083

Cartesian forces, eV/Å:
-0.1 -0.1 0.0
-0.2 0.0 0.0
0.1 0.0 0.2
0.3 -0.3 -0.1
0.1 0.0 0.0
0.0 0.1 0.0
0.1 0.0 0.0
0.1 0.0 -0.1
0.0 0.0 0.0
0.0 0.1 -0.1
-0.1 0.0 0.0
-0.2 0.0 0.1
0.1 0.2 0.0
0.1 -0.3 -0.3
0.0 0.3 0.1
0.0 -0.1 0.2
0.0 0.2 0.1
-0.1 -0.1 0.2
-0.1 0.0 -0.2
0.0 -0.1 0.1
-0.1 0.0 0.0
0.0 0.1 -0.1
0.0 0.1 -0.1
-0.1 -0.1 0.0
0.1 -0.1 0.0

Output
LUMO energy: -3.2 eV
Gap between HOMO and LUMO: 9.175 eV
Calculated total energy: -19269.9638 eV
Total charge: +1
Multiplicity: 1

Entry 2:
This record from the Open Molecules 2025 dataset describes C18H20B2F4N4O10V as an isolated structure at a distorted geometry. The level of theory is ωB97M-V/def2-TZVPD.

Geometry (Å):
V 0.5972 0.4866 0.7230
C 3.2753 1.1200 4.0633
C 2.6106 0.6559 2.8230
N 1.7675 1.3640 2.1705
O 1.5035 2.5974 2.6235
B 0.4940 3.2469 1.7313
F -0.5111 2.2289 1.5466
F 0.0894 4.4092 2.2388
O 1.0834 3.4310 0.3729
N 1.2892 2.2337 -0.1880
C 1.8316 2.1888 -1.3462
C 2.2599 3.3860 -2.1090
C 1.9579 0.8101 -1.8767
N 1.5329 -0.0856 -1.0685
O 1.5443 -1.3513 -1.4873
B 1.1095 -2.2917 -0.3995
F 1.0955 -3.5444 -0.8638
F -0.1026 -1.7582 0.0937
O 2.0691 -2.1820 0.7470
N 2.0405 -0.9519 1.2669
C 2.7826 -0.7121 2.2819
C 3.6923 -1.6998 2.9087
C 2.4962 0.5087 -3.2269
H 3.4126 2.1973 4.0498
H 4.2273 0.6174 4.2131
H 2.6173 0.8734 4.9026
H 2.2347 4.2727 -1.4860
H 1.5827 3.5306 -2.9552
H 3.2632 3.2373 -2.5100
H 3.6726 -2.6420 2.3743
H 3.3710 -1.8573 3.9411
H 4.7123 -1.3125 2.9312
H 2.3185 1.3439 -3.9013
H 2.0433 -0.3961 -3.6220
H 3.5755 0.3446 -3.1655
O -2.5925 0.4772 0.8736
C -2.1196 0.3050 -0.2075
O -0.7698 0.6427 -0.4748
C -2.7938 -0.2781 -1.3679
C -2.0747 -0.7619 -2.4506
C -2.7201 -1.3839 -3.5250
C -4.0851 -1.4715 -3.4495
O -4.9251 -2.0087 -4.3660
C -6.2442 -1.9293 -3.7947
O -6.1388 -1.1871 -2.5728
C -4.8043 -0.9821 -2.3722
C -4.2015 -0.3845 -1.3085
H -0.9972 -0.6827 -2.4560
H -2.1766 -1.7798 -4.3707
H -6.6017 -2.9357 -3.5822
H -6.8966 -1.3977 -4.4827
H -4.7583 -0.0040 -0.4646
C -1.8452 -1.4824 3.3287
C -0.4773 -0.9289 3.2126
O 0.4514 -1.0046 3.9451
O -0.2861 -0.1995 2.0089
H -2.1217 -1.4789 4.3805
H -1.8063 -2.5159 2.9767
H -2.5544 -0.9274 2.7222

Cartesian forces, eV/Å:
-2.3 -0.7 -0.6
0.0 0.0 0.0
0.1 -0.2 0.0
0.3 0.2 0.4
-0.1 0.0 -0.1
0.3 0.1 0.0
0.3 -0.1 -0.1
-0.1 -0.1 0.0
0.0 -0.1 0.1
0.2 0.2 -0.2
0.1 -0.2 -0.1
0.0 0.0 -0.1
0.0 0.3 0.0
0.3 0.1 -0.3
0.1 -0.2 0.1
0.4 0.0 -0.1
-0.2 0.0 0.0
-0.1 -0.1 -0.1
0.0 0.0 -0.2
0.1 0.0 0.2
0.0 0.3 0.1
0.0 0.0 0.0
0.0 0.1 0.0
0.0 0.0 0.0
0.0 0.0 0.0
0.0 0.0 0.0
0.0 0.0 0.0
0.0 0.0 0.0
0.0 0.0 0.0
0.0 0.0 0.0
0.0 0.0 0.0
0.0 0.0 0.0
0.0 0.0 0.0
0.0 0.0 0.0
0.0 0.0 0.0
0.0 0.0 0.0
0.5 0.0 0.1
0.1 -0.1 1.0
-0.1 0.1 -0.1
0.0 -0.1 -0.2
0.2 0.1 0.2
0.0 -0.2 -0.4
-0.1 0.1 0.2
0.1 0.1 0.0
0.2 -0.1 -0.2
-0.4 0.1 0.2
0.2 0.1 0.1
0.0 0.0 0.0
0.0 0.0 0.0
0.0 0.0 0.0
0.0 0.0 0.0
0.0 0.0 0.0
0.0 -0.1 0.0
0.2 0.4 -0.4
0.1 -0.1 0.1
-0.2 0.0 0.3
0.0 -0.1 0.0
0.0 0.0 0.0
0.0 0.0 0.0

Output
LUMO energy (spin up / spin down): -6.3 / -6.3 eV
Gap between HOMO and LUMO (spin up / spin down): 4.469 / 4.468 eV
Calculated total energy: -83335.4030 eV
Total charge: +1
Multiplicity: 1

Entry 3:
This record from the Open Molecules 2025 dataset describes an isolated ion of composition C3H6IN3 and charge +2 at a distorted geometry. The level of theory is ωB97M-V/def2-TZVPD.

Geometry (Å):
C -0.6075 1.1975 0.5946
C -0.8531 -1.0570 0.2444
C 0.9990 0.0547 -0.8827
N 0.3297 1.2645 -0.2940
N -1.2516 0.0613 0.8331
N 0.2004 -1.0704 -0.5087
I 3.0829 -0.3190 0.1484
H -1.0387 2.1361 0.7582
H -1.5308 -1.9772 0.1402
H 4.0300 0.4234 -0.7193
H 0.6784 2.1634 -0.6225
H -2.0595 -0.0566 1.5669
H 0.6379 -1.9523 -0.6356

Cartesian forces, eV/Å:
0.1 1.1 -2.1
-0.9 -3.1 -1.8
-0.2 1.2 -0.7
1.0 -2.2 0.0
-2.6 -0.4 3.1
0.8 1.5 1.4
-1.9 -2.1 3.0
-0.9 1.2 1.6
1.0 1.4 1.0
1.9 1.8 -2.5
-0.2 0.0 0.1
1.8 0.9 -1.8
0.1 -1.2 -1.2

Output
LUMO energy: -10.2 eV
Gap between HOMO and LUMO: 6.799 eV
Calculated total energy: -15756.9717 eV
Total charge: +2
Multiplicity: 1

- What is the calculated total energy in the third record?
  -15756.9717 eV